Formula: C19H49Cl2O20P4
Source: OMol25
Level of theory: wB97M-V/def2-TZVPD

## Properties
Multiplicity = 1
HOMO energy = -3.9 eV
Charge = -1

Each atom is followed by the atoms it is bonded to, with distances in Å.
Element x y z (Å)
1 Cl 15.00841 22.96482 16.56499  C45 1.756
2 Cl 13.89539 21.76638 18.94033  C45 1.797
3 P 19.10092 17.92157 16.79553  O13 1.645, O15 1.624, O21 1.486, O24 1.610
4 P 16.05907 17.99937 9.66920  O9 1.585, O16 1.479, O17 1.637, O18 1.595
5 P 18.73556 20.19915 13.11606  O7 1.506, O11 1.651, O23 1.644, O25 1.645
6 P 11.78691 16.22155 14.53227  O8 1.673, O10 1.622, O14 1.499, O19 1.617
7 O 17.78560 19.03281 13.04132  P5 1.506
8 O 11.26228 17.73476 15.01528  P6 1.673, C42 1.419
9 O 14.76192 18.90267 9.54941  P4 1.585, C35 1.453
10 O 10.77575 15.89551 13.30605  P6 1.622, C36 1.428
11 O 18.07076 21.69894 12.93490  P5 1.651, C44 1.419
12 O 9.89057 23.17185 13.25525  C32 1.240
13 O 18.55547 19.11279 17.79056  P3 1.645, C29 1.443
14 O 13.25470 16.11561 14.24886  P6 1.499
15 O 20.57692 18.43836 16.35647  P3 1.624, C34 1.410
16 O 16.50390 17.46865 10.97621  P4 1.479
17 O 17.20882 18.93812 8.97932  P4 1.637, C30 1.462
18 O 15.87805 16.93052 8.49876  P4 1.595, C43 1.413
19 O 11.22871 15.26044 15.70658  P6 1.617, C40 1.400
20 O 10.33972 21.97213 11.34629  C32 1.304, C39 1.460
21 O 18.17851 17.57764 15.68192  P3 1.486
22 O 14.27451 18.66373 12.72544  C31 1.251
23 O 19.99801 20.19427 12.06335  P5 1.644, C28 1.495
24 O 19.47028 16.69900 17.77599  P3 1.610, C27 1.442
25 O 19.50860 20.32250 14.56242  P5 1.645, C38 1.415
26 O 14.92774 19.21396 14.72700  C31 1.241
27 C 20.27654 15.59958 17.30722  O24 1.442, H62 1.090, H70 1.090, H77 1.090
28 C 20.95421 19.04853 12.15819  O23 1.495, H65 1.090, H82 1.090, H85 1.090
29 C 17.45987 19.96932 17.40713  O13 1.443, H61 1.090, H67 1.090, H89 1.090
30 C 18.62739 18.97864 9.32911  O17 1.462, H80 1.090, H86 1.090, H94 1.090
31 C 14.22368 19.41396 13.72537  O22 1.251, O26 1.241, C41 1.544
32 C 10.51201 22.93362 12.20952  O12 1.240, O20 1.304, C37 1.522
33 C 9.93754 19.88762 12.60591  C39 1.558, H71 1.090, H84 1.090, H87 1.090
34 C 21.53520 18.85228 17.30504  O15 1.410, H53 1.090, H79 1.090, H91 1.090
35 C 13.45596 18.31366 9.79239  O9 1.453, H58 1.090, H81 1.090, H83 1.090
36 C 11.27877 15.87652 11.96997  O10 1.428, H47 1.090, H64 1.090, H75 1.090
37 C 11.68867 23.81605 11.81971  C32 1.522, H59 1.090, H68 1.090, H93 1.090
38 C 20.47584 21.32850 14.79451  O25 1.415, H46 1.090, H52 1.090, H74 1.090
39 C 9.33158 20.96083 11.65257  O20 1.460, C33 1.558, H50 1.090, H63 1.090
40 C 11.20993 13.88223 15.46200  O19 1.400, H56 1.090, H66 1.090, H90 1.090
41 C 13.32509 20.66888 13.67633  C31 1.544, H72 1.090, H88 1.090, H92 1.090
42 C 11.74782 18.23148 16.25209  O8 1.419, H54 1.090, H60 1.090, H78 1.090
43 C 16.80536 15.87485 8.35440  O18 1.413, H49 1.090, H51 1.090, H73 1.090
44 C 16.93728 22.14915 13.65990  O11 1.419, H55 1.090, H57 1.090, H76 1.090
45 C 14.23428 21.51926 17.19285  Cl1 1.756, Cl2 1.797, H48 1.090, H69 1.090
46 H 20.24417 21.88400 15.70327  C38 1.090
47 H 10.84268 16.79598 11.57944  C36 1.090
48 H 13.28379 21.40191 16.67238  C45 1.090
49 H 16.32584 14.89836 8.28643  C43 1.090
50 H 9.02251 20.38944 10.77731  C39 1.090
51 H 17.62861 15.96894 9.06257  C43 1.090
52 H 20.53498 22.03047 13.96274  C38 1.090
53 H 21.21016 18.58891 18.31156  C34 1.090
54 H 12.08536 19.26343 16.15590  C42 1.090
55 H 17.31180 22.81044 14.44127  C44 1.090
56 H 12.07789 13.31475 15.79772  C40 1.090
57 H 16.41932 21.32621 14.15241  C44 1.090
58 H 13.59137 17.28005 10.11083  C35 1.090
59 H 12.25341 23.50148 10.94210  C37 1.090
60 H 10.89787 18.22683 16.93449  C42 1.090
61 H 17.83649 20.99135 17.36574  C29 1.090
62 H 19.95511 14.62856 17.68391  C27 1.090
63 H 8.50073 21.44046 12.17001  C39 1.090
64 H 10.99853 15.00917 11.37226  C36 1.090
65 H 20.76254 18.34614 12.96937  C28 1.090
66 H 10.34547 13.40693 15.92556  C40 1.090
67 H 16.64842 19.96708 18.13490  C29 1.090
68 H 12.35900 23.88142 12.67673  C37 1.090
69 H 14.82384 20.61413 17.04708  C45 1.090
70 H 20.26177 15.59345 16.21733  C27 1.090
71 H 9.21021 19.11888 12.86691  C33 1.090
72 H 13.89383 21.50693 14.07922  C41 1.090
73 H 17.30131 16.07821 7.40531  C43 1.090
74 H 21.49896 20.98193 14.94014  C38 1.090
75 H 12.36647 15.94259 11.94481  C36 1.090
76 H 16.27810 22.62180 12.93176  C44 1.090
77 H 21.31979 15.72966 17.59494  C27 1.090
78 H 12.63416 17.69591 16.59219  C42 1.090
79 H 21.98387 19.84458 17.25887  C34 1.090
80 H 18.76171 18.42473 10.25822  C30 1.090
81 H 12.85928 18.40682 8.88497  C35 1.090
82 H 20.90887 18.38887 11.29163  C28 1.090
83 H 12.93940 18.90569 10.54787  C35 1.090
84 H 10.82392 19.42030 12.17689  C33 1.090
85 H 21.96730 19.44819 12.20325  C28 1.090
86 H 19.31480 18.56707 8.59007  C30 1.090
87 H 10.23934 20.29457 13.57101  C33 1.090
88 H 12.46064 20.51973 14.32330  C41 1.090
89 H 16.95802 19.57074 16.52543  C29 1.090
90 H 11.19937 13.57416 14.41649  C40 1.090
91 H 22.38027 18.18302 17.14362  C34 1.090
92 H 13.11022 20.90229 12.63352  C41 1.090
93 H 11.33367 24.82038 11.58859  C37 1.090
94 H 18.90406 20.01442 9.52586  C30 1.090



Formula: C5H35N2O11
Source: OMol25
Level of theory: wB97M-V/def2-TZVPD

## Properties
Multiplicity = 1
HOMO energy = -13.0 eV
Charge = +1

Each atom is followed by the atoms it is bonded to, with distances in Å.
Element x y z (Å)
1 O -1.54461 1.18344 -3.12782  H28 0.966, H35 0.997
2 O 0.75764 -4.68391 0.56442  H29 0.963, H37 0.964
3 O 0.29075 3.08678 -2.85845  H24 0.973, H48 0.972
4 O 2.62828 0.03127 -3.65665  H22 0.959, H49 0.962
5 O -0.05798 -2.12003 -2.15079  H21 0.967, H44 0.965
6 O 0.89744 4.20197 -0.32993  H19 0.964, H36 0.967
7 O -5.00504 0.18192 1.91546  H25 0.958, H40 0.956
8 O -2.39746 -0.88684 -1.55683  H39 0.959, H43 0.965
9 O 3.50780 3.01420 0.32725  H26 0.963, H31 0.964
10 O 2.60930 -0.84035 -0.90411  H27 0.968, H47 0.962
11 O 2.55972 0.31610 1.30965  H32 0.963, H34 0.967
12 N -0.40944 -1.00633 0.69090  C16 1.494, C18 1.509, H20 1.032, H50 1.025
13 N -2.00084 1.44227 0.39324  C15 1.430, H52 1.007, H53 1.009
14 C -0.87842 -1.13839 3.04876  C17 1.579, C18 1.500, H30 1.092, H42 1.085
15 C -1.63737 0.92395 1.67520  N13 1.430, C18 1.533, H33 1.100, H41 1.097
16 C 0.62676 -1.89655 1.29499  N12 1.494, C17 1.523, H38 1.094, H51 1.078
17 C 0.11655 -2.30487 2.67057  C14 1.579, C16 1.523, H23 1.085, H46 1.074
18 C -1.39569 -0.58764 1.75295  N12 1.509, C14 1.500, C15 1.533, H45 1.085
19 H 0.86447 4.19178 0.63335  O6 0.964
20 H -0.74392 -1.40546 -0.19957  N12 1.032
21 H -0.75519 -1.69504 -2.66926  O5 0.967
22 H 2.79557 -0.48542 -4.44721  O4 0.959
23 H -0.46748 -3.20956 2.80204  C17 1.085
24 H 0.75230 3.17503 -2.00632  O3 0.973
25 H -4.89916 -0.31052 2.73078  O7 0.958
26 H 4.23575 2.45637 0.03404  O9 0.963
27 H 2.62456 -0.17272 -1.60551  O10 0.968
28 H -1.70598 1.60994 -3.97917  O1 0.966
29 H -0.00972 -5.21692 0.79592  O2 0.963
30 H -0.25659 -0.40789 3.56978  C14 1.092
31 H 2.73423 2.44147 0.27369  O9 0.964
32 H 3.38647 0.55296 1.74315  O11 0.963
33 H -2.30662 1.08962 2.53264  C15 1.100
34 H 2.81393 -0.20944 0.53842  O11 0.967
35 H -0.89335 1.89548 -2.87775  O1 0.997
36 H 1.61271 4.82750 -0.50694  O6 0.967
37 H 1.52866 -5.24258 0.71462  O2 0.964
38 H 0.66162 -2.76135 0.62545  C16 1.094
39 H -3.28381 -0.96985 -1.91357  O8 0.959
40 H -4.18670 0.45596 1.50468  O7 0.956
41 H -0.75480 1.45147 2.05706  C15 1.097
42 H -1.68762 -1.50077 3.67480  C14 1.085
43 H -2.13644 0.03949 -1.47976  O8 0.965
44 H 0.74423 -1.64471 -2.39829  O5 0.965
45 H -2.32212 -0.99049 1.35687  C18 1.085
46 H 0.89946 -2.29977 3.40610  C17 1.074
47 H 2.89114 -1.65577 -1.33015  O10 0.962
48 H -0.15380 3.94898 -2.78970  O3 0.972
49 H 2.29404 0.91108 -3.85391  O4 0.962
50 H 0.01163 -0.14781 0.32222  N12 1.025
51 H 1.61506 -1.47093 1.36380  C16 1.078
52 H -2.98363 1.50845 0.18495  N13 1.007
53 H -1.58632 2.32446 0.13392  N13 1.009



Formula: C2H9N2O
Source: OMol25
Level of theory: wB97M-V/def2-TZVPD

## Properties
Multiplicity = 1
HOMO energy = -14.3 eV
Charge = +1

Each atom is followed by the atoms it is bonded to, with distances in Å.
Element x y z (Å)
1 O 0.41359 -0.58923 1.03636  N2 1.435
2 N 0.33553 -0.80121 2.45350  O1 1.435, H11 0.997, H12 1.005, H14 1.047
3 N -0.03371 0.59698 -0.91137  C4 1.232, C5 1.440, H10 1.080
4 C 1.07334 0.18101 -1.25776  N3 1.232, H7 1.066, H8 1.103
5 C -1.22464 0.54828 -1.71947  N3 1.440, H6 1.042, H9 1.109, H13 1.061
6 H -1.07431 -0.23567 -2.38859  C5 1.042
7 H 1.77597 0.40516 -0.48874  C4 1.066
8 H 1.11298 -0.19181 -2.29533  C4 1.103
9 H -1.97447 0.40751 -0.91513  C5 1.109
10 H -0.14803 0.65922 0.16096  N3 1.080
11 H 0.97867 -1.51675 2.71666  N2 0.997
12 H 0.74187 0.00882 2.88726  N2 1.005
13 H -1.35394 1.52964 -2.10228  C5 1.061
14 H -0.62284 -1.00193 2.82393  N2 1.047



| no. | frontier orbital gap (eV) |
| --- | --- |
| 1 | 6.22 |
| 2 | 10.48 |
| 3 | 10.84 |